No. 1
DFT (ωB97M-V/def2-TZVPD) results for C6H10O2 in the gas phase at a distorted geometry.

HOMO (eV): -9.42
Energy (Eh): -385.031304
Molar mass (g mol⁻¹): 114.144
SMILES: C=CC(C)(C)C(=O)O
Relative energy (zero: lowest compared OMol25 entry of this formula, charge and spin) (kJ/mol): 186.7
Kohn-Sham gap (eV): 10.2

```
18
Properties=species:S:1:pos:R:3:nbo_charge:R:1
C 0.104 -0.386 -0.087 -0.22
C -1.108 -0.933 -0.851 -0.59
C 1.408 -0.902 -0.713 -0.59
C 0.050 -0.856 1.342 0.86
C 0.090 1.175 -0.080 -0.16
C -0.909 2.044 0.203 -0.39
O 0.404 0.416 2.086 -0.83
O -0.383 -1.827 1.892 -0.50
H 1.086 1.102 1.990 0.52
H 0.887 1.606 -0.689 0.19
H -1.110 -0.522 -1.866 0.22
H 1.503 -0.508 -1.730 0.22
H 2.285 -0.581 -0.143 0.21
H -2.044 -0.638 -0.368 0.22
H -1.089 -2.027 -0.900 0.22
H 1.425 -1.995 -0.760 0.22
H -0.855 3.064 -0.164 0.21
H -1.743 1.769 0.839 0.20
```

No. 2
DFT (ωB97M-V/def2-TZVPD) results for C6H10O2 in the gas phase at a distorted geometry.

HOMO (eV): -8.33
Energy (Eh): -384.835423
Molar mass (g mol⁻¹): 114.144
SMILES: O[C@@]12CCC[C@@]1(O)C2
Relative energy (zero: lowest compared OMol25 entry of this formula, charge and spin) (kJ/mol): 700.9
Kohn-Sham gap (eV): 9.1

```
18
Properties=species:S:1:pos:R:3:nbo_charge:R:1
C 0.823 -0.232 -0.308 0.20
C 0.848 -0.350 1.281 -0.43
C -0.100 0.730 1.451 -0.42
C -1.146 0.911 0.165 -0.42
C -0.648 -0.274 -0.660 0.14
C 0.326 -0.755 -1.613 -0.41
H 2.213 1.241 -0.376 0.48
H 1.805 -0.320 1.914 0.23
H 0.432 -1.373 1.676 0.21
H -0.498 0.447 2.487 0.21
H 0.702 1.728 1.478 0.24
H -2.080 0.961 0.797 0.23
H -1.122 1.809 -0.457 0.23
H -2.313 -1.218 -0.439 0.48
H 0.651 -0.294 -2.677 0.23
H 0.194 -1.846 -1.584 0.26
O 1.162 1.188 -0.368 -0.75
O -1.237 -1.352 -0.221 -0.70
```

No. 3
DFT (ωB97M-V/def2-TZVPD) results for C6H10O2 in the gas phase at a distorted geometry.

HOMO (eV): -9.73
Energy (Eh): -385.054780
Molar mass (g mol⁻¹): 114.144
SMILES: CC/C(C)=C/C(=O)O
Relative energy (zero: lowest compared OMol25 entry of this formula, charge and spin) (kJ/mol): 125.0
Kohn-Sham gap (eV): 10.4

```
18
Properties=species:S:1:pos:R:3:nbo_charge:R:1
C -0.887 -1.301 0.474 -0.42
C 1.188 0.022 1.599 -0.67
C -1.284 -1.828 -0.888 -0.62
C 1.015 2.135 -0.587 0.78
C 0.182 0.015 0.522 0.11
C -0.125 0.848 -0.419 -0.36
O 0.706 3.066 -1.542 -0.68
O 1.972 2.342 0.113 -0.58
H -0.042 2.773 -2.076 0.48
H -0.847 0.839 -1.214 0.21
H -0.345 -2.074 1.024 0.20
H -1.751 -1.054 1.092 0.21
H 1.327 1.037 1.975 0.26
H 2.153 -0.287 1.198 0.25
H 0.892 -0.611 2.434 0.22
H -1.973 -1.152 -1.393 0.20
H -1.773 -2.798 -0.789 0.22
H -0.409 -1.971 -1.521 0.21
```

No. 4
DFT (ωB97M-V/def2-TZVPD) results for C6H10O2 as an isolated structure at a distorted geometry.

HOMO (eV): -9.72
Energy (Eh): -384.890394
Molar mass (g mol⁻¹): 114.144
Relative energy (zero: lowest compared OMol25 entry of this formula, charge and spin) (kJ/mol): 556.6
Kohn-Sham gap (eV): 10.3

```
18
Properties=species:S:1:pos:R:3:nbo_charge:R:1
C 1.050 1.190 -1.843 -0.62
C 1.221 0.344 -0.582 -0.17
C 1.212 1.002 0.895 -0.40
C 0.356 -0.213 0.448 -0.30
C 0.510 -1.511 1.129 -0.59
C -1.079 -0.177 0.100 0.80
H 0.210 1.999 -1.762 0.24
H 1.962 1.692 -2.238 0.23
H 0.803 0.429 -2.542 0.21
H 2.209 -0.313 -0.548 0.22
H 2.041 0.590 1.684 0.22
H 0.839 1.990 1.043 0.24
H 0.470 -0.911 2.504 0.22
H 1.793 -2.039 0.817 0.20
H -0.414 -2.482 0.814 0.30
H -2.593 -1.178 -0.544 0.52
O -1.711 -1.333 0.031 -0.69
O -1.656 0.885 -0.045 -0.61
```

No. 5
DFT (ωB97M-V/def2-TZVPD) results for C6H10O3 in the gas phase at a distorted geometry.

HOMO (eV): -8.82
Energy (Eh): -460.250881
Molar mass (g mol⁻¹): 130.143
SMILES: C/C=C(\O)C[C@H](O)C=O
Relative energy (zero: lowest compared OMol25 entry of this formula, charge and spin) (kJ/mol): 261.3
Kohn-Sham gap (eV): 9.0

```
19
Properties=species:S:1:pos:R:3:nbo_charge:R:1
C -0.117 0.071 1.735 0.06
C -0.548 1.308 0.928 -0.51
C 0.087 -0.803 -2.294 -0.66
C -0.761 0.662 -0.399 0.47
C 1.042 -0.741 0.780 0.36
C 0.305 0.064 -1.084 -0.39
O 0.542 0.412 2.913 -0.72
O -2.040 0.289 -0.619 -0.65
O 2.215 -0.516 1.137 -0.64
H 1.511 0.389 2.686 0.49
H -2.128 -0.080 -1.513 0.49
H -0.942 -0.624 1.913 0.17
H 0.700 -1.766 0.554 0.13
H 0.261 2.041 0.887 0.24
H -1.460 1.765 1.318 0.24
H 1.224 0.646 -1.134 0.25
H 1.050 -1.105 -2.710 0.24
H -0.462 -1.711 -2.014 0.21
H -0.478 -0.301 -3.082 0.21
```

No. 6
DFT (ωB97M-V/def2-TZVPD) results for C6H10O4S in the gas phase at a distorted geometry.

HOMO (eV): -10.29
Energy (Eh): -933.763268
Molar mass (g mol⁻¹): 178.209
Relative energy (zero: lowest compared OMol25 entry of this formula, charge and spin) (kJ/mol): 0.0
Kohn-Sham gap (eV): 10.6

```
21
Properties=species:S:1:pos:R:3:nbo_charge:R:1
C 2.981 1.071 0.043 -0.60
C 2.917 -0.409 -0.316 -0.50
C 1.678 -1.022 0.253 0.80
O 1.637 -1.527 1.347 -0.58
O 0.584 -0.922 -0.540 -0.52
C -0.637 -0.849 0.185 -0.08
C -1.742 -0.489 -0.795 -0.55
S -3.309 -0.439 0.073 0.30
C -3.914 1.462 0.154 0.80
O -3.599 2.071 -0.822 -0.62
O -4.498 1.598 1.186 -0.62
H 2.856 1.210 1.112 0.22
H 2.207 1.630 -0.476 0.21
H 3.937 1.477 -0.271 0.22
H 3.739 -0.950 0.144 0.23
H 2.989 -0.576 -1.387 0.23
H -0.577 -0.060 0.932 0.19
H -0.890 -1.789 0.668 0.20
H -1.806 -1.260 -1.556 0.24
H -1.569 0.468 -1.277 0.26
H -2.984 -0.694 1.342 0.16
```

No. 7
DFT (ωB97M-V/def2-TZVPD) results for C6H10O5PS as an isolated structure at a distorted geometry.

Charge: -1
HOMO (eV): -3.66
Energy (Eh): -1350.329961
Molar mass (g mol⁻¹): 225.182
Relative energy (zero: lowest compared OMol25 entry of this formula, charge and spin) (kJ/mol): 162.4
Kohn-Sham gap (eV): 6.7

```
23
Properties=species:S:1:pos:R:3:nbo_charge:R:1
C 2.151 0.062 1.062 0.53
C -2.664 0.496 -1.124 -0.62
C -2.544 0.344 0.359 -0.42
C -1.148 -0.089 0.690 -0.09
C 0.231 -1.255 -0.793 0.03
C 2.751 -0.151 -0.145 -0.26
O 1.610 1.234 1.130 -0.78
O 1.875 -0.648 2.223 -0.71
O 3.202 2.618 -0.702 -1.12
O 3.544 -1.136 -0.716 -0.70
O -0.628 -1.259 0.208 -0.51
P 2.169 1.563 -0.753 1.25
S 0.710 -2.715 -1.287 -0.18
H -2.409 1.556 -1.244 0.21
H -2.007 -0.137 -1.673 0.21
H -3.714 0.295 -1.606 0.20
H -3.434 -0.297 0.811 0.18
H -2.720 1.334 0.814 0.21
H -0.545 0.876 0.333 0.22
H -1.145 -0.270 1.802 0.19
H 0.167 -0.426 -1.615 0.21
H 3.064 -1.965 -0.590 0.47
H 1.486 -0.031 2.816 0.48
```

No. 8
DFT (ωB97M-V/def2-TZVPD) results for C6H10O5Rb as an isolated structure at a distorted geometry.

Charge: -1
HOMO (eV): -1.41
Energy (Eh): -634.850907
Molar mass (g mol⁻¹): 247.609
Relative energy (zero: lowest compared OMol25 entry of this formula, charge and spin) (kJ/mol): 64.8
Kohn-Sham gap (eV): 2.9

```
22
Properties=species:S:1:pos:R:3:lowdin_charge:R:1
Rb -1.072 0.318 -1.323 0.89
O -0.185 2.962 -2.576 -0.47
C -1.408 3.559 -2.710 -0.56
C -2.651 2.807 -3.244 -0.55
O -3.184 1.697 -2.629 -0.53
H -1.342 4.424 -3.423 0.07
H -1.712 3.996 -1.719 0.07
H -2.514 2.634 -4.345 0.07
H -3.439 3.616 -3.221 0.07
C 1.230 -2.645 3.456 -0.03
C 1.730 -2.466 2.038 -0.30
C 0.630 -2.263 0.982 -0.09
O 0.980 -1.049 0.313 -0.05
C 2.032 -0.451 0.938 -0.56
O 2.499 0.575 0.609 0.21
O 2.465 -1.224 1.959 0.08
H 0.429 -1.930 3.662 0.09
H 2.041 -2.471 4.158 0.09
H 0.797 -3.636 3.605 0.09
H 2.435 -3.255 1.773 0.15
H -0.341 -2.149 1.467 0.13
H 0.579 -3.049 0.233 0.13
```